Computed, not measured: a structure of composition C28H52HfN2O2P2Se at a distorted geometry, with the ωB97M-V functional and the def2-TZVPD basis.

Structure (XYZ):
```
88
Properties=species:S:1:pos:R:3:mulliken_charge:R:1
Hf 0.033 -0.333 -0.878 -0.626
C 2.021 -0.478 -1.269 0.757
O 3.175 -0.524 -1.447 -0.136
C -1.915 0.014 -0.399 0.858
O -3.005 0.288 -0.082 -0.199
P 0.077 1.928 -1.931 0.827
C -0.283 1.910 -3.771 -0.036
H -0.272 2.947 -4.125 0.616
C -1.242 3.107 -1.304 0.436
H -2.134 2.473 -1.379 0.379
C 1.755 2.765 -1.889 0.336
H 2.363 2.012 -2.409 0.459
C 1.531 -3.561 0.294 0.734
P 0.012 -2.753 -0.430 0.401
H -0.714 -4.286 -2.256 0.828
H 2.275 -3.379 -0.492 0.681
C -1.429 -3.587 0.417 0.353
H -1.198 -4.659 0.463 0.752
C -1.055 3.443 0.183 -1.522
H -1.979 3.881 0.578 0.498
H -0.254 4.176 0.323 0.317
H -0.814 2.556 0.772 0.184
C -1.507 4.380 -2.121 -1.491
H -0.676 5.087 -2.053 0.275
H -2.397 4.881 -1.721 0.469
H -1.693 4.173 -3.178 0.372
C 1.889 4.092 -2.651 -1.569
H 1.468 4.049 -3.660 0.354
H 2.951 4.349 -2.743 0.460
H 1.402 4.908 -2.111 0.360
C 2.329 2.897 -0.472 -1.309
H 3.391 3.163 -0.535 0.512
H 2.240 1.965 0.088 0.183
H 1.822 3.683 0.094 0.283
C 0.795 1.129 -4.535 -1.356
H 1.768 1.627 -4.494 0.311
H 0.511 1.030 -5.589 0.528
H 0.921 0.122 -4.122 0.115
C -1.680 1.326 -4.025 -1.399
H -1.761 0.314 -3.614 0.105
H -1.877 1.274 -5.103 0.552
H -2.466 1.932 -3.567 0.311
C 1.403 -5.074 0.512 -1.696
H 1.014 -5.590 -0.373 0.413
H 0.737 -5.296 1.352 0.420
H 2.384 -5.502 0.747 0.443
C 2.033 -2.841 1.553 -1.349
H 1.361 -2.990 2.403 0.303
C -0.762 -2.232 -2.954 -1.192
H 2.126 -1.766 1.382 0.259
H 3.017 -3.236 1.831 0.530
C 1.280 -3.696 -2.829 -1.626
H -0.131 -1.307 -2.877 0.121
H -0.807 -2.409 -4.037 0.532
H -1.772 -2.027 -2.597 0.305
C -0.083 -3.390 -2.200 0.162
H 1.151 -3.925 -3.894 0.488
H 1.766 -4.556 -2.360 0.407
H 1.953 -2.836 -2.750 0.311
C -2.733 -3.406 -0.371 -1.446
H -2.972 -2.346 -0.497 0.235
H -3.559 -3.869 0.182 0.489
H -2.691 -3.876 -1.358 0.408
C -1.582 -3.032 1.840 -1.151
H -1.700 -1.944 1.814 0.009
H -0.716 -3.261 2.466 0.169
H -2.469 -3.466 2.317 0.632
H -0.163 -2.084 -6.351 0.049
H -0.156 -1.367 -6.548 -0.005
C -1.410 -0.959 4.539 -0.650
N -0.621 0.272 4.423 0.272
C 0.066 0.716 3.331 -0.384
Se 0.307 -0.292 1.921 -0.413
N 0.761 1.849 3.595 0.308
C 0.509 2.104 4.897 0.720
C 1.039 3.108 5.707 -0.817
C 0.682 3.109 7.072 -0.603
C -0.186 2.122 7.587 -0.695
C -0.708 1.125 6.748 -1.084
C -0.331 1.147 5.400 1.206
H -2.263 -0.922 3.833 0.251
H -1.820 -1.094 5.558 0.386
H -0.766 -1.836 4.321 0.280
H 1.419 2.360 2.966 0.244
H 1.722 3.848 5.310 0.450
H 1.086 3.861 7.736 0.464
H -0.442 2.121 8.641 0.460
H -1.353 0.359 7.157 0.426
```

Computed properties:
Net charge: +4
Highest occupied orbital energy (spin up / spin down): -0.70949 / -0.70945 Ha


Computed, not measured: a cluster of 9 separate species, C28H52N4O10S5 in total at a distorted geometry, with the ωB97M-V functional and the def2-TZVPD basis.

Structure (XYZ):
```
99
Properties=species:S:1:pos:R:3:mulliken_charge:R:1
O 0.142 2.196 3.348 -0.526
S -0.312 1.792 4.676 1.055
O 0.687 1.439 5.675 -0.679
C -1.744 2.842 5.300 -0.733
C -2.988 1.942 5.378 -0.922
C -2.829 0.785 4.376 0.169
C -1.413 0.247 4.481 -0.168
H -1.823 3.706 4.640 0.404
H -1.401 3.148 6.288 0.398
H -3.130 1.431 6.330 0.315
H -3.954 2.373 5.115 0.448
H -3.297 1.090 3.440 -0.183
H -3.459 -0.062 4.648 0.259
H -1.071 -0.376 3.654 -0.264
H -1.291 -0.175 5.478 0.421
O -4.667 -5.306 3.378 -0.643
S -3.314 -4.715 3.627 1.028
O -2.506 -5.038 4.822 -0.632
C -2.231 -5.004 2.133 -0.873
C -1.663 -3.550 1.821 -0.458
C -2.870 -2.622 1.957 -0.036
C -3.261 -2.810 3.422 -0.613
H -2.897 -5.353 1.344 0.364
H -1.592 -5.834 2.436 0.467
H -0.789 -3.219 2.382 0.225
H -1.285 -3.585 0.799 0.337
H -3.741 -2.818 1.332 0.366
H -2.553 -1.626 1.650 -0.287
H -4.194 -2.407 3.816 0.456
H -2.400 -2.357 3.915 0.247
O -0.652 0.757 -4.472 -0.597
S -1.351 -0.488 -4.831 1.296
O -0.550 -1.558 -5.441 -0.697
C -2.452 -1.022 -3.427 -0.220
C -3.761 -0.318 -3.684 -0.413
C -4.034 -0.464 -5.185 -0.807
C -2.778 -0.010 -5.859 -0.800
H -1.964 -0.953 -2.455 -0.269
H -2.573 -2.101 -3.520 0.497
H -4.595 -0.724 -3.111 0.416
H -3.692 0.738 -3.419 0.234
H -4.864 0.148 -5.538 0.360
H -4.329 -1.492 -5.396 0.317
H -2.861 1.077 -5.875 0.327
H -2.531 -0.323 -6.873 0.444
O 2.180 0.499 -2.054 -0.426
S 2.612 -0.828 -2.381 1.447
O 2.099 -2.000 -1.668 -0.848
C 2.487 -1.127 -4.147 -0.534
C 3.901 -0.999 -4.746 -0.788
C 4.829 -0.318 -3.748 -0.569
C 4.454 -0.972 -2.420 -0.892
H 1.636 -0.595 -4.571 0.198
H 2.265 -2.189 -4.251 0.347
H 4.412 -1.928 -4.998 0.286
H 3.705 -0.382 -5.624 0.363
H 4.473 0.701 -3.898 0.198
H 5.889 -0.423 -3.978 0.401
H 5.008 -0.601 -1.557 0.354
H 4.649 -2.041 -2.498 0.431
O 4.434 3.528 -2.201 -0.723
S 4.638 2.987 -0.851 1.258
O 5.262 1.638 -0.601 -0.655
C 5.643 4.206 0.084 -0.715
C 4.969 4.294 1.488 -0.693
C 3.866 3.251 1.629 -0.685
C 3.128 3.165 0.281 -0.106
H 5.522 5.200 -0.346 0.284
H 6.716 4.014 0.094 0.412
H 5.793 4.054 2.160 0.265
H 4.685 5.321 1.717 0.339
H 3.150 3.398 2.437 0.477
H 4.369 2.316 1.878 0.369
H 2.661 4.037 -0.175 0.389
H 2.517 2.275 0.130 -0.270
C -3.892 1.396 0.361 -0.092
C -4.758 0.391 1.044 0.187
N -5.436 -0.384 1.535 -0.505
H -3.632 1.110 -0.658 -0.205
H -3.025 1.559 1.001 0.174
H -4.500 2.295 0.456 0.458
C 3.521 -3.322 0.902 -0.567
C 2.432 -3.952 1.641 0.382
N 1.623 -4.470 2.229 -0.384
H 3.504 -3.724 -0.111 0.160
H 4.459 -3.595 1.384 0.422
H 3.442 -2.235 0.921 0.117
C -1.062 2.638 -2.452 0.592
C -1.815 3.561 -1.609 0.231
N -2.400 4.250 -0.931 -0.542
H -0.190 2.223 -1.946 -0.223
H -0.801 3.112 -3.399 0.443
H -1.696 1.761 -2.581 -0.562
C 0.925 -0.576 1.000 0.456
C -0.252 -0.204 0.187 0.052
N -1.165 0.114 -0.451 0.023
H 1.706 -1.163 0.516 -0.624
H 0.487 -1.018 1.895 0.036
H 1.404 0.354 1.306 0.032
```

Computed properties:
Energy relative to the best compared isomer or geometry (same formula, charge and spin): 196.1 kJ/mol
Net charge: 0
Highest occupied orbital energy: -0.35845 Ha


Computed, not measured: a cluster of 6 separate species, C28H52N5O18P2S in total at a distorted geometry, with the ωB97M-V functional and the def2-TZVPD basis.

Structure (XYZ):
```
106
Properties=species:S:1:pos:R:3:mulliken_charge:R:1
C 2.870 1.403 -1.462 -0.481
C 3.151 0.420 -0.310 -0.971
C 1.898 -0.286 0.239 -0.138
C 1.639 -1.538 -0.588 -0.207
N 0.302 -2.258 -0.410 1.567
C -0.541 -1.623 0.501 -2.382
N -0.209 -1.651 1.854 0.557
P -0.767 -2.914 2.860 0.235
S -2.151 -4.017 2.105 -0.273
N -1.591 -0.979 0.086 1.147
C -2.568 -0.333 0.995 -0.601
C -2.181 1.085 1.489 -0.922
N -1.929 1.210 2.921 -0.419
C -1.954 -0.870 -1.342 -1.966
C -1.716 0.520 -1.939 0.240
N -2.150 0.435 -3.322 0.208
C -2.661 1.698 -3.893 -0.646
C -1.695 2.873 -3.843 -0.989
C -1.252 -0.240 -4.202 0.286
C 0.227 -0.032 -4.018 -0.021
O -1.682 -0.951 -5.047 -0.576
P 0.314 -4.019 -0.402 0.214
O 1.324 -4.250 0.872 -0.508
O 1.408 -4.247 -1.610 -0.520
H 3.148 2.425 -1.193 0.209
H 1.802 1.434 -1.716 -0.148
H 3.417 1.141 -2.369 0.376
H 3.647 0.933 0.516 0.513
H 3.860 -0.340 -0.661 0.257
H 2.047 -0.555 1.284 0.190
H 1.053 0.414 0.170 0.001
H 1.702 -1.277 -1.650 0.098
H 2.433 -2.252 -0.374 0.547
H -0.236 -0.741 2.313 0.176
H -1.112 -2.165 3.993 0.039
H 0.402 -3.562 3.255 0.085
H -2.738 -0.997 1.846 0.516
H -3.500 -0.311 0.431 0.491
H -1.292 1.424 0.950 0.356
H -2.989 1.768 1.211 0.360
H -0.969 1.011 3.170 0.087
H -2.536 0.613 3.470 0.329
H -1.441 -1.644 -1.909 0.609
H -3.026 -1.077 -1.387 0.211
H -0.678 0.850 -1.782 -0.103
H -2.364 1.253 -1.444 0.635
H -2.938 1.488 -4.930 0.422
H -3.592 1.937 -3.368 0.378
H -0.865 2.755 -4.545 0.276
H -2.217 3.791 -4.126 0.528
H -1.280 3.041 -2.845 0.183
H 0.695 -0.116 -4.999 0.506
H 0.639 -0.823 -3.385 -0.402
H 0.475 0.932 -3.574 -0.019
H 1.683 -5.150 0.886 0.312
H 1.337 -3.593 -2.317 0.231
C 0.335 -0.244 7.358 -0.403
C 0.121 1.239 7.114 -0.190
O 0.607 1.388 5.761 -0.261
C 0.526 0.209 5.157 0.596
O 0.665 0.043 3.970 -0.681
O 0.242 -0.776 6.015 -0.298
H -0.425 -0.706 7.979 0.297
H 1.326 -0.477 7.748 0.286
H -0.930 1.521 7.131 0.071
H 0.679 1.893 7.774 0.435
C 4.441 -4.466 -3.725 -0.177
C 3.415 -3.725 -4.566 -0.330
O 3.510 -2.398 -4.036 -0.273
C 4.729 -2.243 -3.456 0.648
O 5.142 -1.209 -3.044 -0.518
O 5.371 -3.425 -3.401 -0.351
H 4.944 -5.272 -4.250 0.324
H 4.015 -4.842 -2.793 0.150
H 3.667 -3.720 -5.626 0.300
H 2.399 -4.090 -4.440 0.268
C 4.747 5.564 -2.987 -0.301
C 3.986 6.429 -1.996 -0.327
O 2.625 6.214 -2.392 -0.330
C 2.547 5.042 -3.057 0.693
O 1.534 4.513 -3.387 -0.533
O 3.782 4.552 -3.300 -0.314
H 5.639 5.099 -2.578 0.286
H 4.996 6.101 -3.903 0.282
H 4.106 6.085 -0.967 0.256
H 4.217 7.488 -2.059 0.296
C -3.303 -5.458 -1.271 0.461
C -4.332 -4.682 -2.077 -0.218
O -5.561 -5.257 -1.631 -0.359
C -5.369 -5.813 -0.409 0.617
O -6.228 -6.220 0.297 -0.505
O -4.046 -5.822 -0.107 -0.326
H -2.432 -4.879 -0.972 -0.458
H -2.981 -6.367 -1.781 0.278
H -4.339 -3.618 -1.830 0.163
H -4.241 -4.802 -3.153 0.347
C -1.546 4.423 4.973 0.115
C -2.785 5.265 5.237 -0.405
O -3.452 4.507 6.257 -0.343
C -2.544 3.744 6.892 0.673
O -2.741 3.099 7.872 -0.537
O -1.356 3.784 6.244 -0.275
H -0.660 5.001 4.726 0.326
H -1.712 3.652 4.219 -0.135
H -2.545 6.250 5.637 0.260
H -3.443 5.367 4.380 0.336
```

Computed properties:
Net charge: +1
Highest occupied orbital energy: -0.42749 Ha